Record 1
C10H11I | the ωB97M-V functional and the def2-TZVPD basis

- SMILES: C[C@@]1(c2ccccc2)C[C@@H]1I
- Frontier orbital gap: 0.342 Ha
- E_HOMO: -0.319 Eh

Structure (ORCA input):
```
! wB97M-V def2-TZVPD RIJCOSX def2/J DEFGRID3
* xyz 0 1
C 1.93 -0.92 -2.51
C 2.34 -1.31 -1.23
C 0.80 -0.19 -2.72
C 1.56 -0.97 -0.15
C 0.00 0.07 -1.63
C 0.28 -0.38 -0.34
C -1.21 -0.83 1.78
C -2.15 -0.39 0.72
C -0.52 0.12 0.84
C -0.12 1.50 1.34
I -2.80 -1.92 -0.62
H 2.66 -1.18 -3.33
H 3.20 -1.95 -1.12
H 0.60 0.23 -3.63
H 1.92 -0.97 0.97
H -0.97 0.57 -1.69
H -1.45 -0.54 2.84
H -1.00 -1.87 1.80
H -2.92 0.37 0.72
H 0.89 1.70 0.93
H -0.06 1.31 2.38
H -0.77 2.35 0.95
*
```

Löwdin atomic charge list, values in e, 4 entries: -0.104 -0.096 -0.083 -0.038

=====

Record 2
C10H11N2 | the ωB97M-V functional and the def2-TZVPD basis

- SMILES: C=N/C=C\C1=[N+]=CC=C/C1=C\C
- Frontier orbital gap (alpha / beta): 0.229 / 0.229 Ha
- E_HOMO (alpha / beta): -0.430 / -0.430 Eh

Structure (ORCA input):
```
! wB97M-V def2-TZVPD RIJCOSX def2/J DEFGRID3
* xyz 1 1
C 3.34 0.40 0.55
C 2.22 -0.39 0.65
C -0.32 2.22 -0.48
C 3.12 1.66 -0.05
C 0.90 0.01 0.21
C 0.76 1.44 -0.13
C -0.10 -0.90 -0.26
C -3.78 1.26 0.74
C -1.71 2.12 -0.28
C 0.07 -2.27 -0.79
N 1.86 2.08 -0.36
N -2.64 1.50 0.32
H 4.31 0.04 0.87
H 2.15 -1.36 1.08
H -0.17 3.20 -0.99
H 3.92 2.38 -0.12
H -3.99 1.69 1.71
H -4.58 0.65 0.16
H -2.27 2.89 -0.78
H -1.08 -0.44 -0.27
H -0.14 -2.29 -1.91
H -0.76 -2.89 -0.37
H 1.07 -2.63 -0.56
*
```

Löwdin atomic charge list, values in e, 4 entries: -0.020 0.011 -0.021 -0.004

=====

Record 3
C10H11N2 | the ωB97M-V functional and the def2-TZVPD basis

- Frontier orbital gap (alpha / beta): 0.278 / 0.156 Ha
- E_HOMO (alpha / beta): -0.473 / -0.443 Eh

Structure (ORCA input):
```
! wB97M-V def2-TZVPD RIJCOSX def2/J DEFGRID3
* xyz 1 1
C -1.69 1.15 3.31
C -0.59 0.25 3.38
C -2.21 1.33 2.01
C -0.06 -0.40 2.28
C -1.76 0.63 0.90
C -0.66 -0.26 1.03
C -0.23 -1.02 -0.13
C 1.44 -2.33 -0.72
C 0.60 -0.34 -1.26
C 1.65 1.70 -4.55
N 0.49 -2.23 0.11
N 1.50 -1.23 -1.57
H -2.19 1.67 4.15
H -0.11 0.04 4.32
H -2.98 2.14 1.92
H 0.73 -1.12 2.51
H -2.22 0.94 -0.07
H -1.10 -1.34 -0.79
H 2.06 -3.30 -0.88
H 1.95 1.58 -3.51
H 2.45 1.49 -5.25
H 0.64 1.70 -4.97
H 2.27 -1.06 -2.22
*
```

Löwdin atomic charge list, values in e, 4 entries: -0.018 -0.059 -0.080 -0.030

=====

Record 4
C10H11N3 | the ωB97M-V functional and the def2-TZVPD basis

- SMILES: CCn1nncc1-c1ccccc1
- Frontier orbital gap: 0.354 Ha
- E_HOMO: -0.330 Eh

Structure (ORCA input):
```
! wB97M-V def2-TZVPD RIJCOSX def2/J DEFGRID3
* xyz 0 1
C 2.03 2.46 -0.16
C 1.71 1.32 0.89
C 1.18 -1.85 -0.53
C 0.59 -0.68 -0.11
C -0.85 -0.30 -0.09
C -1.76 -1.22 0.49
C -3.10 -0.93 0.45
C -3.53 0.38 0.05
C -2.59 1.22 -0.53
C -1.26 0.92 -0.61
H 3.08 2.35 -0.64
H 2.00 3.45 0.38
H 1.24 2.44 -0.94
H 2.44 1.26 1.73
H 0.70 1.49 1.33
H 0.54 -2.59 -1.02
H -1.41 -2.12 0.99
H -3.90 -1.51 1.04
H -4.60 0.72 0.05
H -2.97 2.11 -0.91
H -0.47 1.54 -1.07
N 1.68 0.03 0.33
N 2.82 -0.63 0.08
N 2.49 -1.84 -0.41
*
```

Löwdin atomic charge list, values in e, 4 entries: -0.068 -0.198 -0.150 -0.173

=====

Record 5
C10H11N3O2 | the ωB97M-V functional and the def2-TZVPD basis

- Frontier orbital gap: 0.256 Ha
- E_HOMO: -0.276 Eh

Structure (ORCA input):
```
! wB97M-V def2-TZVPD RIJCOSX def2/J DEFGRID3
* xyz 0 1
C -0.46 -3.51 -0.42
C 0.60 -3.08 0.49
C -1.31 -2.55 -0.88
C 0.41 -1.87 1.16
C -1.40 -1.21 -0.43
C -0.54 -0.86 0.75
C -2.16 -0.28 -1.05
C -2.44 1.13 -0.88
C -6.76 1.21 0.17
C -1.85 2.08 -0.22
N -0.46 0.28 1.26
N -1.18 2.99 0.11
N 1.69 1.49 -0.74
O -6.22 1.66 -0.71
O -7.23 0.73 1.08
H -0.60 -4.58 -0.73
H 1.18 -3.91 0.94
H -1.98 -2.84 -1.74
H 1.23 -1.64 1.91
H -2.60 -0.59 -2.01
H -3.39 1.35 -1.24
H 0.08 0.29 2.19
H -0.84 3.49 0.89
H 1.05 1.10 -0.04
H 2.07 0.74 -1.18
H 0.95 1.87 -1.44
*
```

Löwdin atomic charge list, values in e, 4 entries: -0.104 -0.069 -0.090 -0.053

=====

Ordered largest force on an atom results: 3.36; 6.40; 3.03; 3.28; 4.92; unit eV/A.